Entry 1:
A gas-phase ion, C6H11N2 (charge +1). Source: the Open Molecules 2025 dataset; level of theory: wB97M-V/def2-TZVPD.

Calculated values
HOMO	-0.5175	hartree
energy relative to the best compared isomer or geometry (same formula, charge and spin)	1.474	eV
frontier orbital gap	10.10	eV
structure (SMILES)	CCCc1c[nH]c[nH+]1

```
! RIJCOSX wB97M-V def2-TZVPD def2/J DEFGRID3
* xyz 1 1
C 0.91321 1.85687 -2.01270
C 0.93511 1.98196 -0.50290
C -0.32817 1.45880 0.05536
C -0.37728 0.02730 0.44772
C -0.40468 -0.65608 1.64401
N -0.28892 -2.05871 1.43437
C -0.23896 -2.25095 0.09601
N -0.49834 -0.96013 -0.56651
H 0.35909 2.59474 -2.60661
H 1.92225 2.06633 -2.47910
H 0.70556 0.82012 -2.32509
H 1.04018 3.08207 -0.16443
H 1.82670 1.39113 -0.21088
H -1.34378 1.74325 -0.39443
H -0.48980 1.87201 1.08393
H -0.63657 -0.22954 2.62189
H -0.30087 -2.82019 2.09634
H -0.24098 -3.11626 -0.52050
H -0.32640 -0.77910 -1.54116
*
```

Entry 2:
A molecular structure, C6H11N2. Source: the Open Molecules 2025 dataset; level of theory: wB97M-V/def2-TZVPD.

Calculated values
HOMO	-0.5106	hartree
energy relative to the best compared isomer or geometry (same formula, charge and spin)	4.848	eV
frontier orbital gap	9.60	eV

```
! RIJCOSX wB97M-V def2-TZVPD def2/J DEFGRID3
* xyz 1 1
C -1.32910 0.22231 -0.29407
C -0.32847 -1.49896 -1.01438
C 0.15231 -2.58487 -1.63871
C 0.99591 -0.37637 -0.19980
C -0.11736 0.34944 1.79626
C 0.25312 1.96290 0.08632
N -1.46898 -0.86701 -0.87428
N 0.00163 0.50682 0.35258
H -2.10068 1.08394 -0.14480
H -0.57376 -3.18594 -2.21856
H 1.18000 -2.79539 -1.65781
H 1.48405 -0.70440 0.66089
H 1.68436 -0.12930 -1.12532
H 0.78531 0.06541 2.32349
H -0.60397 1.24432 2.21486
H -0.89261 -0.38997 1.87238
H 1.11121 2.29505 0.55109
H 0.43034 2.33889 -1.01864
H -0.66331 2.46313 0.32850
*
```

Entry 3:
2 unconnected molecules or ions with the total composition C6H11N2. Source: the Open Molecules 2025 dataset; level of theory: wB97M-V/def2-TZVPD.

Calculated values
HOMO	-0.4608	hartree
energy relative to the best compared isomer or geometry (same formula, charge and spin)	5.281	eV
frontier orbital gap	9.56	eV

```
! RIJCOSX wB97M-V def2-TZVPD def2/J DEFGRID3
* xyz 1 1
C -1.95043 1.45625 -2.63984
C -1.49117 0.24655 -3.02203
C 2.10704 1.43121 1.23556
C -1.88886 -0.00115 -0.41133
C 1.17665 0.61395 1.54859
C -1.74215 0.40138 -1.61434
N 1.27373 -0.72468 1.03145
N -1.04749 -1.22225 -0.06664
H -2.40940 2.35894 -2.98851
H -1.09899 -0.28061 -3.80669
H 2.23551 2.38609 1.72493
H 2.87745 1.01840 0.61637
H 1.06859 -1.37576 1.81565
H -2.38924 0.50761 0.35887
H 0.28314 0.74516 2.14381
H 0.05418 -1.06240 -0.10656
H 2.17023 -0.72690 0.64330
H -1.21821 -1.99536 -0.68574
H -1.25167 -1.57137 0.86047
*
```

Entry 4:
A gas-phase ion, C6H11N2 (charge +1). Source: the Open Molecules 2025 dataset; level of theory: wB97M-V/def2-TZVPD.

Calculated values
HOMO	-0.5208	hartree
energy relative to the best compared isomer or geometry (same formula, charge and spin)	3.811	eV
frontier orbital gap	10.12	eV
structure (SMILES)	C=C(C)C/C=N\C=[NH2+]

```
! RIJCOSX wB97M-V def2-TZVPD def2/J DEFGRID3
* xyz 1 1
C -0.80302 -0.82890 1.25118
C -1.04359 0.04619 0.36327
C -1.57033 -0.49127 -1.04157
C -0.61360 1.52602 0.29177
C 0.80206 1.74229 0.39719
N 1.72928 0.88677 0.54189
C 1.71486 -0.39097 0.53998
N 1.71510 -1.12379 -0.64978
H -0.39193 -0.59881 2.17176
H -1.42236 -1.74267 1.08476
H -1.40837 -1.58875 -1.40112
H -0.85673 -0.00504 -1.85319
H -2.65969 -0.30055 -1.26500
H -1.10598 2.18276 0.95820
H -0.75170 1.94209 -0.73384
H 1.15202 2.85087 0.26198
H 1.60088 -1.14456 1.26868
H 2.05342 -0.87442 -1.57772
H 1.85969 -2.08727 -0.60841
*
```

Entry 5:
A molecular structure, C6H11N2O. Source: the Open Molecules 2025 dataset; level of theory: wB97M-V/def2-TZVPD.

Calculated values
HOMO	-0.4821	hartree
energy relative to the best compared isomer or geometry (same formula, charge and spin)	3.814	eV
frontier orbital gap	9.77	eV

```
! RIJCOSX wB97M-V def2-TZVPD def2/J DEFGRID3
* xyz 1 1
C 1.81421 0.72487 0.08324
C 0.94224 -2.88858 0.17058
C 0.49597 -1.81056 -0.42219
C -0.20663 1.88446 0.11580
C 0.33625 -0.47425 0.22858
C -2.14837 0.28468 0.09695
N 1.17917 1.84414 -0.08613
N -0.76201 0.50100 -0.34398
O 2.91394 0.32949 -0.04959
H 1.34659 -3.77529 -0.33794
H 1.18668 -2.72062 1.24642
H -0.01028 -1.68899 -1.41685
H -0.51385 2.17262 1.04574
H -0.57846 2.56430 -0.62347
H 0.42105 -0.69945 1.30105
H -2.15874 0.45406 1.23872
H -2.77082 0.84834 -0.57854
H -2.44942 -0.86284 -0.14663
H 1.59886 2.82809 -0.12932
H -0.63638 0.48454 -1.39246
*
```

Entry 6:
A gas-phase ion, C6H11N2O (charge +1). Source: the Open Molecules 2025 dataset; level of theory: wB97M-V/def2-TZVPD.

Calculated values
HOMO	-0.4868	hartree
energy relative to the best compared isomer or geometry (same formula, charge and spin)	2.441	eV
frontier orbital gap	10.22	eV
structure (SMILES)	C/C=C1\OC(=[NH2+])N[C@H]1C

```
! RIJCOSX wB97M-V def2-TZVPD def2/J DEFGRID3
* xyz 1 1
C -2.68662 1.15414 -0.18866
C -1.77916 -0.01130 -0.36880
C -0.47067 0.26984 -0.34338
O 0.17088 1.37678 0.16872
C 1.45807 1.22040 -0.04663
N 2.30178 2.20827 0.05019
N 1.87088 0.00127 -0.37759
C 0.83409 -1.04410 -0.49185
C 0.79322 -2.14744 0.44772
H -3.28906 1.22068 -1.12820
H -2.11922 2.13615 -0.07956
H -3.25512 0.82170 0.62900
H -2.08728 -0.91094 -0.82021
H 3.22928 2.03952 0.37516
H 1.98056 3.15842 0.32222
H 2.75715 -0.27412 -0.76197
H 0.63500 -1.30878 -1.49312
H 1.18186 -3.13443 0.09945
H -0.24861 -2.40777 0.91950
H 1.44060 -1.96088 1.26019
*
```